The following is a DFT calculation (ωB97M-V/def2-TZVPD) of a structure of composition C28H47Cl2N8O4Si2TeTl in a non-equilibrium geometry.

Results
Net charge ... 0
Highest occupied orbital energy ... -0.24288 Ha
Kohn-Sham gap ... 6.7 eV
Multiplicity ... 1

Geometry (Å):
Tl -0.187 0.925 0.650
Cl -0.510 5.722 -1.971
C -1.160 5.428 -0.388
C -2.111 6.302 0.116
C -2.612 6.108 1.382
Cl -3.780 7.233 2.007
C -2.209 5.018 2.169
C -2.683 4.758 3.473
C -2.290 3.620 4.125
C -1.414 2.744 3.475
N -0.921 2.977 2.283
C -1.283 4.088 1.616
C -0.706 4.285 0.298
O 0.142 3.475 -0.185
H -2.460 7.125 -0.487
H -3.366 5.452 3.943
H -2.658 3.392 5.113
H -1.109 1.817 3.936
N 1.788 0.933 2.703
C 1.483 0.202 3.927
C 2.709 -0.289 4.734
C 3.815 -1.045 3.980
C 3.583 -2.556 3.828
N 2.472 -2.867 2.954
C 2.439 -2.559 1.659
N 3.565 -2.426 0.941
N 1.286 -2.454 1.015
C 0.478 -0.965 3.661
O 0.468 -1.892 4.479
O -0.202 -0.923 2.611
H 2.409 0.399 2.103
H 2.249 1.807 2.933
H 0.941 0.895 4.583
H 2.314 -0.935 5.519
H 3.170 0.581 5.209
H 4.740 -0.922 4.547
H 3.978 -0.607 2.992
H 3.345 -2.981 4.803
H 4.499 -3.033 3.463
H 1.571 -2.839 3.449
H 4.461 -2.703 1.298
H 3.453 -2.182 -0.034
H 0.461 -2.130 1.544
H 1.352 -2.114 0.060
C -5.677 -0.578 -0.507
Si -3.922 -1.236 -0.130
C -3.296 -0.440 1.479
C -4.025 -3.136 0.042
C -2.765 -0.746 -1.568
Te -0.893 -1.853 -1.620
C -1.686 -3.334 -3.031
Si -1.036 -2.927 -4.766
C -1.602 -4.200 -6.069
C -1.665 -1.196 -5.266
C 0.876 -2.913 -4.700
H -6.355 -0.823 0.304
H -6.088 -1.006 -1.417
H -5.681 0.501 -0.621
H -3.989 -0.615 2.297
H -3.198 0.639 1.365
H -2.332 -0.832 1.791
H -4.658 -3.407 0.881
H -3.044 -3.572 0.212
H -4.441 -3.597 -0.850
H -2.488 0.302 -1.478
H -3.228 -0.888 -2.540
H -2.769 -3.299 -2.977
H -1.377 -4.316 -2.690
H -2.684 -4.248 -6.133
H -1.244 -5.197 -5.836
H -1.221 -3.940 -7.051
H -2.744 -1.186 -5.386
H -1.228 -0.872 -6.206
H -1.408 -0.460 -4.508
H 1.288 -3.917 -4.731
H 1.217 -2.453 -3.777
H 1.301 -2.358 -5.530
C 3.448 -0.359 -3.666
N 3.363 0.561 -2.556
C 3.821 1.825 -2.655
C 3.646 2.717 -1.652
C 2.888 2.285 -0.524
N 2.485 1.024 -0.419
C 2.693 0.138 -1.396
O 2.348 -1.044 -1.316
N 2.630 3.114 0.493
H 4.228 -0.037 -4.355
H 2.491 -0.396 -4.189
H 3.670 -1.360 -3.293
H 4.331 2.085 -3.572
H 4.015 3.726 -1.718
H 2.683 4.101 0.283
H 1.810 2.858 1.040

---

The following is a DFT calculation (ωB97M-V/def2-TZVPD) of a structure of composition C35H52OP4Tm in a non-equilibrium geometry.

Results
Net charge ... +3
<S²> ... 2.0026
Highest occupied orbital energy (spin up / spin down) ... -0.54557 / -0.54557 Ha
Kohn-Sham gap (spin up / spin down) ... 4.0 / 4.1 eV
Multiplicity ... 3

Geometry (Å):
Tm -0.062 -0.555 -0.351
P 0.362 1.259 1.711
P -2.095 -1.994 0.873
P -1.763 1.621 -0.984
H 1.632 -1.170 -2.634
C 0.994 -0.295 -2.487
C 1.427 0.772 -1.689
H 2.353 0.695 -1.110
C 1.699 0.907 2.920
C -1.051 1.421 2.880
C 0.749 3.015 1.350
C -2.800 -3.084 -0.425
C -1.835 -3.211 2.216
C -3.672 -1.174 1.312
C -1.176 3.007 -2.036
C -2.978 2.464 0.099
C -2.952 0.966 -2.186
H 0.196 -0.187 -3.232
H 1.148 1.807 -1.883
H 2.674 0.994 2.426
H 1.594 -0.108 3.324
H 1.636 1.633 3.743
H -1.325 0.430 3.263
H -1.931 1.865 2.402
H -0.742 2.054 3.724
H 1.689 3.064 0.790
H 0.877 3.559 2.296
H -0.033 3.504 0.758
H -3.390 -3.865 0.065
H -1.962 -3.562 -0.946
H -3.423 -2.534 -1.147
H -2.654 -3.939 2.192
H -1.794 -2.734 3.206
H -0.883 -3.733 2.061
H -4.376 -1.926 1.695
H -4.094 -0.727 0.400
H -3.522 -0.389 2.056
H -2.048 3.414 -2.569
H -0.450 2.632 -2.767
H -0.716 3.782 -1.411
H -3.672 3.019 -0.549
H -2.465 3.163 0.771
H -3.545 1.722 0.680
H -3.524 1.768 -2.665
H -3.624 0.237 -1.721
H -2.357 0.454 -2.939
C -3.495 -1.464 -4.378
C -4.262 -2.590 -4.711
C -4.713 -2.697 -6.038
C -4.423 -1.698 -6.984
C -3.839 -0.511 -6.552
C -3.482 -0.342 -5.208
O -2.615 -1.427 -3.299
H -2.255 -2.274 -2.991
H -4.490 -3.353 -3.974
H -5.285 -3.565 -6.365
H -4.671 -1.827 -8.039
H -3.638 0.298 -7.249
H -3.099 0.616 -4.841
C 3.054 -4.862 4.117
C 1.964 -3.985 4.219
C 1.723 -3.030 3.224
C 2.599 -2.942 2.119
C 3.700 -3.809 2.036
C 3.927 -4.774 3.023
P 2.362 -1.724 0.774
C 3.980 -0.841 0.893
C 4.503 -0.150 -0.218
C 5.649 0.647 -0.090
C 6.288 0.769 1.153
C 5.769 0.096 2.268
C 4.631 -0.706 2.135
C 2.560 -2.843 -0.679
C 3.720 -2.904 -1.463
C 3.705 -3.624 -2.664
C 2.558 -4.329 -3.048
C 1.446 -4.361 -2.203
C 1.452 -3.654 -1.000
H 3.232 -5.614 4.893
H 1.304 -4.041 5.092
H 0.862 -2.356 3.305
H 4.387 -3.722 1.192
H 4.787 -5.442 2.938
H 4.026 -0.258 -1.197
H 6.050 1.154 -0.972
H 7.192 1.378 1.252
H 6.249 0.177 3.245
H 4.234 -1.235 3.007
H 4.633 -2.389 -1.146
H 4.591 -3.625 -3.302
H 2.533 -4.868 -3.998
H 0.567 -4.947 -2.460
H 0.618 -3.739 -0.291

---

The following is a DFT calculation (ωB97M-V/def2-TZVPD) of a structure of composition C2Cl4OS in a non-equilibrium geometry.

Results
Net charge ... 0
Energy relative to the best compared isomer or geometry (same formula, charge and spin) ... 58.17 kcal/mol
Highest occupied orbital energy ... -0.39332 Ha
Kohn-Sham gap ... 8.4 eV
Multiplicity ... 1

Geometry (Å):
C -0.155 -0.406 -0.245
C -1.010 0.569 -0.107
O 1.759 -0.131 1.386
S 1.497 -0.837 0.153
Cl -1.236 -2.498 -0.404
Cl -2.659 0.469 -0.413
Cl -0.476 2.159 -0.045
Cl 2.339 0.406 -1.282

---

The following is a DFT calculation (ωB97M-V/def2-TZVPD) of a structure of composition C35H27N12O2RuS2 in a non-equilibrium geometry.

Results
Net charge ... +2
<S²> ... 0.7836
Highest occupied orbital energy (spin up / spin down) ... -0.46147 / -0.46146 Ha
Kohn-Sham gap (spin up / spin down) ... 4.0 / 4.2 eV
Multiplicity ... 2

Geometry (Å):
Ru -0.121 -0.367 0.236
C 1.843 0.645 5.234
N 1.181 -0.040 4.151
C 0.400 0.460 3.191
N -0.190 -0.535 2.531
C 0.288 -1.648 3.150
N 1.106 -1.366 4.127
C 0.815 0.873 6.326
C 1.006 0.463 7.638
C -0.019 0.583 8.567
C -1.253 1.097 8.209
C -1.439 1.540 6.900
C -0.401 1.435 5.977
C -2.684 2.083 6.412
N -3.833 2.236 7.006
N -4.685 2.735 6.135
C -4.060 2.893 5.002
O -2.773 2.493 5.121
C -4.555 3.398 3.745
C -5.923 3.550 3.524
C -6.360 4.011 2.296
C -5.451 4.322 1.296
C -4.083 4.188 1.513
C -3.091 4.576 0.446
N -1.975 3.665 0.351
C -1.910 2.357 0.610
N -0.682 1.920 0.355
C -0.032 3.023 -0.088
N -0.791 4.084 -0.085
C -3.641 3.733 2.746
H 2.252 1.588 4.866
H 2.655 0.009 5.590
H 0.273 1.502 2.977
H 0.011 -2.649 2.880
H 1.958 0.054 7.937
H 0.149 0.254 9.580
H -2.063 1.158 8.917
H -0.583 1.789 4.976
H -6.609 3.312 4.320
H -7.416 4.135 2.114
H -5.807 4.683 0.342
H -2.664 5.562 0.660
H -3.576 4.638 -0.535
H -2.725 1.764 0.981
H 0.986 3.036 -0.418
H -2.584 3.644 2.950
O -1.423 -0.290 -1.553
N -2.676 -0.300 -1.895
C -3.414 -1.407 -1.693
C -4.729 -1.475 -2.067
C -5.321 -0.364 -2.670
C -4.570 0.773 -2.863
C -3.225 0.810 -2.477
S -2.204 2.154 -2.696
H -2.880 -2.217 -1.220
H -5.276 -2.385 -1.892
H -6.349 -0.396 -2.986
H -5.002 1.654 -3.314
N 3.460 -2.471 1.104
C 3.976 -1.280 1.558
C 5.101 -0.959 2.305
C 5.321 0.382 2.553
C 4.436 1.370 2.112
C 3.296 1.060 1.402
C 3.073 -0.285 1.121
N 2.050 -0.890 0.435
C 2.306 -2.190 0.454
C 1.372 -3.165 -0.063
C 1.639 -4.425 -0.531
S 0.194 -5.238 -0.937
C -0.683 -3.845 -0.447
N 0.037 -2.848 -0.037
H 3.872 -3.381 1.232
H 5.778 -1.715 2.667
H 6.204 0.681 3.095
H 4.660 2.399 2.337
H 2.605 1.815 1.060
H 2.592 -4.884 -0.700
H -1.757 -3.842 -0.478

---

The following is a DFT calculation (ωB97M-V/def2-TZVPD) of a cluster of 2 separate species, C2H3ClO2 in total in a non-equilibrium geometry.

Results
Net charge ... 0
Energy relative to the best compared isomer or geometry (same formula, charge and spin) ... 79.43 kcal/mol
Highest occupied orbital energy ... -0.33820 Ha
Kohn-Sham gap ... 8.9 eV
SMILES ... C=C=O.OCl
Multiplicity ... 1

Geometry (Å):
C -0.916 -0.448 -0.265
C -0.257 -0.769 -1.370
O -0.003 -0.933 -2.484
H -1.631 0.347 -0.427
H -0.597 -0.847 0.667
O 0.603 1.192 1.337
Cl 2.273 1.159 0.832
H 0.527 0.299 1.709

---

The following is a DFT calculation (ωB97M-V/def2-TZVPD) of the molecule C2H6OS in a non-equilibrium geometry.

Results
Net charge ... 0
Energy relative to the best compared isomer or geometry (same formula, charge and spin) ... 22.72 kcal/mol
Highest occupied orbital energy ... -0.33811 Ha
Kohn-Sham gap ... 10.1 eV
Multiplicity ... 1

Geometry (Å):
C -0.376 1.296 0.145
C 0.459 -1.157 -0.470
O 1.520 1.051 -1.578
S 0.172 0.418 -1.383
H -0.220 2.404 0.001
H 0.282 0.950 0.826
H -1.394 1.035 0.635
H 1.370 -1.465 -0.809
H -0.307 -1.911 -0.596
H 0.576 -0.941 0.594

---

The following is a DFT calculation (ωB97M-V/def2-TZVPD) of a cluster of 2 separate species, C4H11N3 in total in a non-equilibrium geometry.

Results
Net charge ... 0
Energy relative to the best compared isomer or geometry (same formula, charge and spin) ... 49.66 kcal/mol
Highest occupied orbital energy ... -0.29134 Ha
Kohn-Sham gap ... 8.8 eV
SMILES ... [H]/N=C/N.C/C=C\N
Multiplicity ... 1

Geometry (Å):
H -0.537 -2.302 -1.335
N 0.324 -2.211 -0.784
C 0.910 -1.093 -1.110
N 2.265 -0.983 -1.150
H 0.394 -0.282 -1.652
H 2.730 -1.710 -0.618
H 2.618 -0.057 -0.938
C -2.140 0.352 0.357
C -0.915 0.065 1.157
C 0.285 0.674 0.999
N 0.552 1.850 0.316
H -2.678 -0.577 0.146
H -1.912 0.821 -0.606
H -2.804 1.023 0.912
H -0.979 -0.770 1.847
H 1.091 0.399 1.677
H 1.070 2.522 0.877
H -0.274 2.277 -0.095

---

The following is a DFT calculation (ωB97M-V/def2-TZVPD) of a cluster of 7 separate species, ClH12O6 in total.

Results
Net charge ... -1
Energy relative to the best compared isomer or geometry (same formula, charge and spin) ... 3.88 kcal/mol
Highest occupied orbital energy ... -0.24144 Ha
Kohn-Sham gap ... 10.1 eV
Multiplicity ... 1

Geometry (Å):
Cl 0.234 0.484 0.307
O 0.803 1.515 3.399
H 0.475 1.558 2.485
H 1.757 1.568 3.294
O -2.967 0.359 0.916
H -3.073 1.104 0.315
H -1.995 0.280 0.987
O -2.374 -2.194 -0.639
H -1.721 -1.493 -0.503
H -3.122 -1.852 -0.135
O 2.509 -1.910 0.862
H 3.190 -1.252 0.696
H 1.689 -1.431 0.644
O 0.548 -1.518 -2.258
H 0.474 -0.880 -1.526
H 0.491 -0.973 -3.047
O 0.878 2.557 -2.076
H 1.655 2.080 -2.381
H 0.548 1.998 -1.341

---

Question: Which of these has the highest multiplicity?
Answer: C35H52OP4Tm